(1)
Density functional theory data (wB97M-V/def2-TZVPD) for a gas-phase ion, C5H8N (charge +1).

```
14
Properties=species:S:1:pos:R:3
C 2.469 0.782 -0.012
C 1.865 -0.448 0.081
C 0.573 -0.890 -0.247
N -0.393 -0.027 -0.457
C -1.707 -0.382 -0.052
C -2.678 0.426 0.100
H 2.278 1.552 -0.698
H 3.232 0.951 0.714
H 2.129 -1.085 0.831
H 0.343 -1.962 -0.236
H -0.108 0.887 -0.561
H -1.833 -1.395 0.217
H -3.659 0.010 0.279
H -2.511 1.580 0.041
```

Results
LUMO level (alpha / beta): -0.2196 / -0.2197 Ha
relative energy (zero: lowest compared OMol25 entry of this formula, charge and spin): 67.5 kcal per mole
spin multiplicity: 1
SMILES: C=C/C=[NH+]/C=C
Kohn-Sham gap (alpha / beta): 8.343 / 8.342 eV
total charge: +1



(2)
Density functional theory data (wB97M-V/def2-TZVPD) for 8 unconnected molecules or ions with the total composition C42H111N18O5P5.

```
181
Properties=species:S:1:pos:R:3
C -0.328 -5.512 -3.646
N -0.674 -5.985 -2.282
C -1.312 -7.267 -2.308
P -0.993 -4.804 -1.196
O -0.232 -3.565 -1.425
N -2.599 -4.411 -1.162
C -3.694 -5.341 -1.249
C -2.906 -3.217 -1.879
N -0.645 -5.615 0.230
C -1.285 -5.189 1.420
C 0.745 -6.183 0.416
H 0.052 -6.386 -4.174
H 0.468 -4.817 -3.586
H -1.208 -5.094 -4.164
H -2.306 -7.096 -2.747
H -1.323 -7.732 -1.308
H -0.691 -7.835 -2.970
H -4.449 -5.130 -0.522
H -4.195 -5.313 -2.201
H -3.293 -6.353 -1.167
H -3.953 -2.968 -1.559
H -2.351 -2.318 -1.576
H -2.888 -3.234 -2.953
H -2.219 -4.721 1.213
H -1.286 -6.131 2.026
H -0.650 -4.399 1.880
H 1.068 -6.670 -0.509
H 0.761 -6.931 1.227
H 1.454 -5.375 0.721
C -6.422 -2.820 4.189
N -5.582 -2.515 3.081
C -5.198 -3.704 2.353
P -6.010 -1.275 1.995
O -5.096 -1.362 0.849
N -7.545 -1.298 1.385
C -8.725 -1.376 2.225
C -7.648 -2.156 0.147
N -5.999 0.003 2.945
C -6.631 1.245 2.667
C -4.874 0.221 3.882
H -5.833 -3.127 5.099
H -7.169 -3.595 3.869
H -6.891 -1.913 4.566
H -6.007 -4.358 2.154
H -4.456 -4.251 2.891
H -4.704 -3.403 1.449
H -8.620 -0.644 3.027
H -9.540 -1.062 1.618
H -8.957 -2.357 2.658
H -8.699 -2.010 -0.199
H -6.890 -1.823 -0.520
H -7.452 -3.195 0.438
H -7.055 1.739 3.522
H -5.974 1.945 2.180
H -7.514 1.218 1.991
H -5.233 0.690 4.778
H -4.127 0.808 3.384
H -4.429 -0.689 4.154
C 2.993 8.121 -3.886
N 2.529 6.882 -3.219
C 2.545 5.789 -4.178
P 2.769 6.629 -1.607
O 2.885 7.949 -0.879
N 1.542 5.557 -1.139
C 1.677 4.875 0.140
C 0.208 5.994 -1.402
N 4.141 5.741 -1.401
C 4.504 4.417 -1.916
C 5.141 6.275 -0.493
H 2.140 8.419 -4.503
H 3.855 7.949 -4.499
H 3.283 8.854 -3.088
H 1.980 4.979 -3.813
H 3.530 5.461 -4.430
H 2.002 6.170 -5.061
H 1.600 5.523 1.031
H 0.990 3.995 0.300
H 2.723 4.446 0.292
H 0.224 6.821 -2.093
H -0.497 5.145 -1.582
H -0.116 6.570 -0.486
H 3.561 3.820 -2.300
H 5.200 4.292 -2.754
H 4.915 3.761 -1.098
H 4.921 7.341 -0.320
H 6.121 6.055 -0.864
H 4.985 5.908 0.526
C 4.916 2.758 3.557
N 5.098 1.725 2.512
C 4.288 1.915 1.351
P 5.849 0.249 2.824
O 6.834 0.311 3.952
N 4.783 -0.895 3.309
C 3.628 -1.141 2.532
C 4.943 -1.619 4.605
N 6.313 -0.190 1.287
C 6.250 -1.571 0.887
C 6.762 0.733 0.330
H 3.921 3.150 3.495
H 5.588 3.641 3.335
H 5.160 2.397 4.586
H 4.539 2.835 0.826
H 3.261 1.969 1.602
H 4.464 1.053 0.658
H 3.691 -0.765 1.519
H 3.346 -2.159 2.461
H 2.806 -0.598 2.934
H 4.234 -1.254 5.290
H 4.836 -2.714 4.486
H 5.898 -1.340 4.967
H 6.241 -2.207 1.714
H 5.329 -1.910 0.351
H 7.155 -1.854 0.373
H 6.831 1.773 0.634
H 6.186 0.834 -0.571
H 7.767 0.524 0.006
C 1.911 -2.329 -3.679
N 2.446 -1.504 -2.614
C 2.902 -2.271 -1.486
P 2.774 0.106 -2.592
O 4.027 0.518 -1.869
N 2.726 0.475 -4.206
C 3.791 -0.042 -5.096
C 2.249 1.771 -4.632
N 1.500 0.862 -1.862
C 0.135 0.501 -2.239
C 1.581 2.083 -1.086
H 1.450 -1.722 -4.495
H 1.154 -2.991 -3.317
H 2.656 -3.067 -4.088
H 3.067 -1.601 -0.664
H 3.845 -2.825 -1.746
H 2.101 -3.020 -1.244
H 4.559 0.643 -5.319
H 4.327 -0.850 -4.694
H 3.320 -0.405 -6.059
H 3.126 2.447 -4.858
H 1.662 1.609 -5.602
H 1.623 2.235 -3.931
H -0.067 0.917 -3.224
H 0.134 -0.575 -2.335
H -0.672 0.719 -1.529
H 1.236 2.999 -1.566
H 2.571 2.326 -0.788
H 0.975 2.035 -0.216
C 1.778 1.623 4.718
C 0.845 2.253 3.725
C -0.393 2.997 4.353
C -1.430 2.053 4.561
N -2.231 1.277 4.752
H 1.291 0.755 5.150
H 2.059 2.230 5.530
H 2.719 1.219 4.317
H 0.405 1.465 3.065
H 1.327 2.997 3.062
H -0.823 3.700 3.603
H -0.128 3.582 5.299
C -6.117 -0.725 -3.124
C -5.588 0.434 -2.314
C -4.079 0.259 -1.997
C -3.285 -0.180 -3.114
N -2.774 -0.493 -4.095
H -5.686 -0.677 -4.140
H -7.240 -0.736 -3.122
H -5.843 -1.657 -2.653
H -6.069 0.612 -1.344
H -5.786 1.384 -2.901
H -4.026 -0.472 -1.242
H -3.672 1.219 -1.596
C 0.380 -1.214 1.514
C -1.147 -1.258 1.225
C -1.935 -0.186 1.944
C -1.637 1.150 1.348
N -1.459 2.178 0.924
H 0.584 -1.205 2.556
H 0.698 -0.257 1.151
H 0.977 -2.014 1.026
H -1.669 -2.253 1.483
H -1.213 -1.234 0.168
H -1.948 -0.235 3.014
H -3.048 -0.367 1.776
```

Results
LUMO level: 0.0152 Ha
spin multiplicity: 1
SMILES: CN(C)P(=O)(N(C)C)N(C)C.CN(C)P(=O)(N(C)C)N(C)C.CN(C)P(=O)(N(C)C)N(C)C.CN(C)P(=O)(N(C)C)N(C)C.CN(C)P(=O)(N(C)C)N(C)C.CCCC#N.CCCC#N.CCCC#N
Kohn-Sham gap: 8.527 eV
total charge: 0



(3)
Density functional theory data (wB97M-V/def2-TZVPD) for 2 unconnected molecules or ions with the total composition C2H4N4.

```
10
Properties=species:S:1:pos:R:3
C 0.978 -0.861 0.373
C -2.038 0.468 0.038
N 2.299 -0.714 0.311
N 2.480 0.357 -0.499
N 1.380 0.795 -0.904
N 0.360 0.123 -0.317
H 0.499 -1.585 0.996
H -2.246 1.406 -0.394
H -2.237 -0.402 -0.564
H -1.476 0.412 0.960
```

Results
LUMO level: -0.1156 Ha
relative energy (zero: lowest compared OMol25 entry of this formula, charge and spin): 131.2 kcal per mole
spin multiplicity: 1
Kohn-Sham gap: 6.673 eV
total charge: 0



(4)
Density functional theory data (wB97M-V/def2-TZVPD) for C7H11ClS in the gas phase.

```
20
Properties=species:S:1:pos:R:3
C 0.395 2.221 -0.520
C 1.231 1.267 0.217
S 2.849 1.547 0.379
C 0.526 0.154 0.937
C 0.917 -1.317 0.748
Cl 2.336 -1.711 -0.219
C -0.372 -0.790 0.211
C -1.762 -1.189 0.788
C -0.388 -0.595 -1.348
H -0.679 2.128 -0.237
H 0.468 1.762 -1.521
H 0.767 3.255 -0.297
H 0.128 0.512 1.947
H 0.955 -1.879 1.553
H -1.984 -1.902 -0.056
H -2.495 -0.333 0.720
H -1.740 -1.447 1.865
H 0.615 -0.275 -1.633
H -1.202 0.221 -1.703
H -0.564 -1.629 -1.832
```

Results
LUMO level (alpha / beta): -0.0044 / -0.0044 Ha
relative energy (zero: lowest compared OMol25 entry of this formula, charge and spin): 0.0 kcal per mole
spin multiplicity: 1
SMILES: CC(=S)[C@@H]1[C@H](Cl)C1(C)C
Kohn-Sham gap (alpha / beta): 8.293 / 8.293 eV
total charge: 0



Copy entry 4 word for word.
Density functional theory data (wB97M-V/def2-TZVPD) for C7H11ClS in the gas phase.

```
20
Properties=species:S:1:pos:R:3
C 0.395 2.221 -0.520
C 1.231 1.267 0.217
S 2.849 1.547 0.379
C 0.526 0.154 0.937
C 0.917 -1.317 0.748
Cl 2.336 -1.711 -0.219
C -0.372 -0.790 0.211
C -1.762 -1.189 0.788
C -0.388 -0.595 -1.348
H -0.679 2.128 -0.237
H 0.468 1.762 -1.521
H 0.767 3.255 -0.297
H 0.128 0.512 1.947
H 0.955 -1.879 1.553
H -1.984 -1.902 -0.056
H -2.495 -0.333 0.720
H -1.740 -1.447 1.865
H 0.615 -0.275 -1.633
H -1.202 0.221 -1.703
H -0.564 -1.629 -1.832
```

Results
LUMO level (alpha / beta): -0.0044 / -0.0044 Ha
relative energy (zero: lowest compared OMol25 entry of this formula, charge and spin): 0.0 kcal per mole
spin multiplicity: 1
SMILES: CC(=S)[C@@H]1[C@H](Cl)C1(C)C
Kohn-Sham gap (alpha / beta): 8.293 / 8.293 eV
total charge: 0



What did the first record say?
Density functional theory data (wB97M-V/def2-TZVPD) for a gas-phase ion, C5H8N (charge +1).

```
14
Properties=species:S:1:pos:R:3
C 2.469 0.782 -0.012
C 1.865 -0.448 0.081
C 0.573 -0.890 -0.247
N -0.393 -0.027 -0.457
C -1.707 -0.382 -0.052
C -2.678 0.426 0.100
H 2.278 1.552 -0.698
H 3.232 0.951 0.714
H 2.129 -1.085 0.831
H 0.343 -1.962 -0.236
H -0.108 0.887 -0.561
H -1.833 -1.395 0.217
H -3.659 0.010 0.279
H -2.511 1.580 0.041
```

Results
LUMO level (alpha / beta): -0.2196 / -0.2197 Ha
relative energy (zero: lowest compared OMol25 entry of this formula, charge and spin): 67.5 kcal per mole
spin multiplicity: 1
SMILES: C=C/C=[NH+]/C=C
Kohn-Sham gap (alpha / beta): 8.343 / 8.342 eV
total charge: +1